Entry 1:
ORCA calculation (ωB97M-V/def2-TZVPD) on a structure of composition C42H32F10N6O3S3V in a non-equilibrium geometry.

Each line ends with the Mulliken spin population.
Atoms and positions in Å:
V: -0.52 -0.18 -0.66  2.892
C: 0.17 3.01 0.25  0.027
N: -0.59 1.87 0.80  -0.044
C: -2.02 2.21 0.63  -0.011
C: -2.95 1.01 0.53  0.127
N: -2.64 0.33 -0.72  0.075
C: -3.62 -0.40 -1.29  0.011
C: -3.53 -0.71 -2.67  -0.032
F: -2.46 -0.29 -3.35  0.011
C: -4.51 -1.36 -3.38  0.001
F: -4.37 -1.58 -4.70  0.000
C: -5.69 -1.76 -2.76  0.006
F: -6.66 -2.39 -3.45  0.000
C: -5.82 -1.51 -1.41  -0.002
F: -6.93 -1.92 -0.76  0.000
C: -4.81 -0.88 -0.70  -0.014
F: -5.02 -0.79 0.64  0.000
C: -0.22 1.81 2.24  0.016
C: -0.45 0.54 3.03  0.055
N: 0.50 -0.47 2.63  0.015
C: 0.51 -1.62 3.27  0.013
C: -0.28 -2.08 4.38  0.003
F: -1.22 -1.26 4.95  0.000
C: -0.16 -3.33 4.94  -0.001
F: -0.94 -3.65 6.00  0.000
C: 0.72 -4.27 4.46  0.004
F: 0.86 -5.49 5.04  0.000
C: 1.51 -3.90 3.37  0.000
F: 2.39 -4.78 2.87  0.000
C: 1.40 -2.65 2.81  -0.007
F: 2.19 -2.37 1.76  -0.005
H: -0.08 3.93 0.81  0.003
H: 1.24 2.83 0.35  -0.001
H: -0.07 3.14 -0.80  -0.003
H: -2.34 2.89 1.44  -0.002
H: -2.12 2.74 -0.31  -0.014
H: -2.87 0.38 1.42  -0.035
H: -3.97 1.41 0.52  0.005
H: 0.86 2.00 2.30  -0.003
H: -0.73 2.64 2.75  -0.003
H: -0.32 0.84 4.08  0.002
H: -1.49 0.21 2.95  -0.016
O: 1.75 -0.28 -0.37  -0.060
C: 2.54 0.56 -1.22  0.028
C: 1.58 1.43 -2.11  -0.014
O: 2.10 2.28 -2.83  0.009
O: 0.34 1.20 -1.98  -0.038
C: 3.48 -0.31 -2.05  0.005
C: 4.21 -1.29 -1.37  0.002
C: 5.05 -2.15 -2.06  0.000
C: 5.17 -2.05 -3.44  0.000
C: 4.45 -1.07 -4.11  0.000
C: 3.61 -0.21 -3.43  -0.001
C: 3.37 1.44 -0.29  -0.009
C: 4.22 2.42 -0.80  0.001
C: 4.99 3.20 0.05  0.000
C: 4.92 3.02 1.42  0.000
C: 4.08 2.04 1.94  0.000
C: 3.31 1.25 1.09  -0.003
H: 1.78 -1.19 -0.70  0.014
H: 4.12 -1.37 -0.29  0.000
H: 5.60 -2.91 -1.52  0.000
H: 5.81 -2.73 -3.98  0.000
H: 4.53 -0.99 -5.19  0.000
H: 3.04 0.54 -3.96  0.000
H: 4.25 2.57 -1.87  0.000
H: 5.64 3.96 -0.37  0.000
H: 5.52 3.64 2.08  0.000
H: 4.01 1.89 3.01  0.000
H: 2.64 0.51 1.50  -0.002
C: -3.31 -3.40 2.68  0.007
C: -2.07 -3.77 1.87  0.008
C: -1.57 -2.63 1.11  0.194
N: -1.15 -1.76 0.49  -0.228
H: -3.66 -4.27 3.23  0.000
H: -4.11 -3.05 2.03  -0.002
H: -3.09 -2.61 3.40  -0.001
H: -2.28 -4.56 1.16  0.005
H: -1.26 -4.11 2.52  0.005
S: -0.06 -7.61 -3.10  0.000
C: -0.29 -6.03 -2.61  0.000
S: 0.78 -4.76 -3.10  0.002
C: -0.22 -3.55 -2.32  -0.012
N: -1.26 -4.06 -1.74  0.013
N: -1.28 -5.45 -1.88  0.000
C: -2.39 -6.08 -1.25  -0.001
C: -3.57 -5.35 -1.13  0.001
C: -4.66 -5.91 -0.48  0.001
C: -4.59 -7.19 0.05  0.000
C: -3.40 -7.90 -0.06  0.000
C: -2.30 -7.36 -0.71  0.000
S: 0.28 -1.92 -2.44  0.002
H: -3.61 -4.35 -1.52  -0.001
H: -5.57 -5.34 -0.39  0.000
H: -5.44 -7.62 0.56  0.000
H: -3.32 -8.90 0.36  0.000
H: -1.38 -7.92 -0.79  0.000

Values from the calculation:
- Spin multiplicity: 4
- HOMO-LUMO gap (spin up / spin down): 0.2168 / 0.2214 Ha
- HOMO energy (spin up / spin down): -1.88 / -2.01 eV
- Total charge: -2

---

Entry 2:
ORCA calculation (ωB97M-V/def2-TZVPD) on an isolated molecule of C7H11NO in a non-equilibrium geometry.

Each line ends with the Löwdin charge.
Atoms and positions in Å:
C: 1.90 1.70 2.07  0.000
C: 2.10 2.14 0.84  -0.216
N: 1.74 1.58 -0.40  -0.013
C: 1.20 0.31 -0.47  -0.127
C: -0.07 0.01 -0.53  -0.204
O: -1.31 0.59 -0.44  0.073
C: -1.24 -0.83 -0.59  -0.459
C: -1.75 -1.54 0.66  -0.010
C: -1.80 -1.38 -1.92  0.002
H: 2.21 2.13 2.98  0.039
H: 1.32 0.88 2.17  0.006
H: 2.64 3.12 0.92  0.114
H: 2.56 1.60 -1.00  0.123
H: 1.78 -0.66 -0.63  0.149
H: -1.34 -2.59 0.62  0.105
H: -1.53 -0.83 1.57  0.133
H: -2.77 -1.63 0.73  0.029
H: -2.92 -1.19 -1.98  0.118
H: -1.55 -2.47 -2.00  0.099
H: -1.17 -0.94 -2.60  0.039

Values from the calculation:
- HOMO-LUMO gap: 0.3404 Ha
- HOMO energy: -8.39 eV
- Total charge: 0
- Structure (SMILES): C=CN/C=C1\OC1(C)C

---

Entry 3:
ORCA calculation (ωB97M-V/def2-TZVPD) on a cluster of 2 separate species, C6H12N3 in total in a non-equilibrium geometry.

Each line ends with the Löwdin charge.
Atoms and positions in Å:
C: -2.39 0.72 -1.04  0.003
C: -3.46 0.06 -0.54  -0.117
C: -1.92 -0.23 0.99  -0.033
C: -1.33 0.41 -0.11  -0.206
C: 2.92 -0.33 0.60  -0.183
C: -0.05 1.04 0.05  -0.056
N: -3.20 -0.45 0.68  0.056
N: 0.53 1.78 -0.93  0.191
N: 1.62 -0.99 0.57  -0.073
H: -2.39 1.10 -2.00  0.095
H: -4.43 -0.05 -1.07  0.147
H: -1.51 -0.46 1.95  0.133
H: 3.76 -0.80 1.05  0.060
H: 3.32 -0.16 -0.43  0.094
H: 2.75 0.68 1.01  0.061
H: 0.20 1.28 1.06  0.135
H: -3.99 -0.96 1.21  0.222
H: 1.40 2.14 -0.45  0.147
H: 0.62 1.59 -1.88  0.115
H: 1.32 -1.49 1.52  0.144
H: 1.49 -1.72 -0.10  0.064

Values from the calculation:
- HOMO-LUMO gap: 0.3146 Ha
- HOMO energy: -12.72 eV
- Total charge: +1

---

The calculation returns the following E values, one per record and in order: -5311.2876, -403.1771, -399.8051 Ha.
The calculation returns the following ΔE to the lowest compared entry with this formula, charge and spin values, one per record and in order: 0.0, 411.8, 199.4 kJ/mol.